{"formula": "C4H14N2O2", "method": "wB97M-V/def2-TZVPD", "symbols": ["C", "C", "N", "O", "H", "H", "H", "H", "H", "H", "H", "C", "C", "N", "O", "H", "H", "H", "H", "H", "H", "H"], "coordinates": [[1.469, -0.113, -0.930], [1.456, 1.240, -1.620], [1.574, 0.076, 0.510], [2.556, -0.856, -1.477], [2.424, -1.794, -1.304], [0.522, -0.636, -1.116], [1.682, -0.818, 0.981], [2.403, 0.622, 0.724], [2.421, 1.733, -1.486], [1.280, 1.106, -2.684], [0.675, 1.869, -1.196], [-2.130, -0.148, 0.627], [-1.701, -1.366, 1.433], [-1.293, 1.084, 0.793], [-1.953, -0.315, -0.742], [-1.585, 0.750, -0.778], [-3.168, 0.142, 0.874], [-0.299, 0.843, 0.884], [-1.518, 1.578, 1.652], [-2.334, -2.204, 1.146], [-0.666, -1.618, 1.208], [-1.814, -1.177, 2.501]], "atomic_forces_ev_per_a": [[-0.1, 0.1, 0.1], [0.0, -0.3, 0.1], [0.2, 0.0, 0.0], [0.0, 0.0, -0.1], [0.0, 0.1, 0.0], [0.1, 0.0, 0.0], [0.0, 0.1, 0.0], [0.0, 0.0, 0.0], [0.0, 0.0, 0.0], [0.0, 0.0, 0.0], [0.0, 0.0, 0.0], [0.7, 0.9, 0.6], [-0.2, 0.3, -0.3], [-0.2, -0.1, 1.7], [0.9, 2.8, -0.9], [-1.3, -3.5, -0.9], [0.2, -0.2, 0.0], [-0.2, -0.3, -0.1], [-0.1, 0.2, -0.1], [0.0, -0.1, 0.1], [0.0, 0.0, 0.0], [0.0, -0.1, 0.0]], "nbo_charge": [0.217, -0.632, -0.862, -0.734, 0.468, 0.182, 0.361, 0.365, 0.209, 0.225, 0.219, 0.249, -0.636, -0.903, -0.764, 0.496, 0.139, 0.406, 0.365, 0.221, 0.201, 0.208], "total_charge": 0, "e_tot_ha": -420.76539, "e_above_lowest_kcal_mol": 24.9, "homo_energy_ev": -9.58, "smiles": "C[C@@H](N)O.C[C@H](N)O"}